[1]
This record from OMol25 describes a 14-piece molecular cluster, C32H68Cl15N9O9 overall at a distorted geometry. The level of theory is ωB97M-V/def2-TZVPD.

Its total charge is 0.

XYZ file:
```
133
C32H68Cl15N9O9 (ωB97M-V/def2-TZVPD)
Cl 15.02680 22.13877 10.05321
Cl 15.93362 11.16052 18.17705
Cl 7.20637 17.48014 14.27071
Cl 13.01743 21.72288 12.03054
Cl 8.93483 17.28993 16.64232
Cl 9.74899 11.84862 13.43422
Cl 17.46775 13.51791 17.14198
Cl 10.45086 14.64256 18.47845
Cl 7.29992 15.00708 15.95680
Cl 9.70518 9.02234 14.18549
Cl 12.21116 10.58490 14.27276
Cl 12.40284 16.58594 17.43523
Cl 18.26706 10.81918 16.43200
Cl 12.26062 21.99584 9.22349
Cl 12.91710 13.77882 16.99458
O 15.04160 18.83210 9.73494
O 12.10146 9.94512 10.90987
O 15.82008 12.96163 11.46436
O 17.42420 15.08128 6.42367
O 9.98361 19.46665 12.48430
O 11.02911 15.59533 14.56676
O 10.17801 15.47960 9.58263
O 18.77936 17.04077 14.91955
O 15.20470 19.51556 13.76959
N 13.11417 11.84889 10.40614
N 16.67468 14.54774 12.79959
N 8.63323 21.18693 13.20180
N 14.77512 21.36324 14.98467
N 16.73145 18.93489 11.33118
N 10.42438 17.68787 9.90847
N 16.57106 16.53647 15.18187
N 11.96932 17.04104 13.10649
N 16.31528 14.46918 8.32802
C 8.15659 16.43121 15.30005
C 17.26361 18.84267 8.96809
C 11.62184 14.94747 17.19336
C 13.44430 21.36616 10.34307
C 17.81190 16.91084 15.65478
C 17.40533 14.40234 7.47295
C 15.33012 16.71735 15.97972
C 14.47602 9.85682 10.55683
C 10.04308 16.41187 10.33027
C 10.64078 10.33924 13.47034
C 13.03588 19.61621 14.82943
C 14.40874 20.14492 14.49575
C 11.89178 12.49660 9.93612
C 16.04571 12.35784 13.73290
C 17.89298 17.10522 17.17794
C 11.21072 17.78809 8.67344
C 8.87567 21.01878 14.58954
C 18.45759 13.34394 7.73057
C 16.98708 15.43205 11.68205
C 18.13150 18.97164 11.80346
C 9.24657 16.24730 11.61295
C 12.79961 14.75733 13.22659
C 16.19443 13.28457 12.56894
C 12.98282 17.49574 12.12854
C 9.32881 20.45396 12.20617
C 13.16470 10.55235 10.66957
C 8.84804 20.70241 10.78767
C 17.53006 11.82829 17.64889
C 16.08377 21.96073 14.66892
C 11.89541 15.87895 13.72216
C 16.23936 18.93500 10.06962
C 15.03748 14.97475 7.77197
H 15.01565 16.05022 7.99895
H 14.39072 9.21650 9.71754
H 10.45095 18.46355 10.59779
H 15.18894 10.63531 10.43931
H 19.26368 13.48575 7.05326
H 9.76337 20.82996 10.14624
H 8.12945 21.48819 10.70508
H 9.22878 19.99443 14.79068
H 8.15306 22.03984 12.87431
H 16.83695 18.69396 8.00534
H 17.47163 14.83960 10.92452
H 14.07570 21.96484 15.46534
H 17.21080 17.90723 17.55346
H 8.23444 15.88820 11.32030
H 12.39104 14.41058 12.25879
H 15.45699 16.17221 16.90398
H 15.16185 14.88366 6.69670
H 12.50687 20.29411 15.49896
H 13.19453 16.69746 11.38320
H 16.08202 22.39291 13.66361
H 8.40507 19.79231 10.34628
H 12.70012 13.93587 13.87406
H 18.08852 12.35162 7.42727
H 11.11956 14.92629 16.26090
H 17.48581 16.23277 17.75107
H 13.84945 15.01169 13.05672
H 7.91423 21.11885 15.09720
H 11.12405 12.48679 10.67410
H 15.47462 11.49889 13.45338
H 18.23368 19.79309 12.50380
H 18.64623 19.35735 10.90403
H 14.62320 9.28350 11.45912
H 15.20359 17.78157 16.22814
H 10.84500 18.70007 8.13320
H 18.17411 11.70650 18.49642
H 17.67196 16.19365 12.01820
H 12.58202 18.37441 11.60583
H 13.57322 20.31518 10.23312
H 11.53093 11.95389 9.05639
H 13.05775 18.56492 15.18623
H 16.44126 16.71765 14.18449
H 13.96291 17.68897 12.61026
H 16.30929 13.82081 9.11577
H 17.99108 18.06248 9.19555
H 9.66755 15.39286 12.08447
H 12.15662 13.55650 9.71466
H 15.49901 12.78419 14.56942
H 9.54297 21.80251 14.98981
H 16.38536 22.62565 15.40321
H 16.07237 15.72668 11.18414
H 16.02584 18.90661 12.04195
H 16.72986 21.05655 14.62556
H 18.73252 13.32774 8.84080
H 14.55546 16.23975 15.40729
H 17.82723 19.84717 8.89939
H 18.93605 17.31760 17.42050
H 9.00622 16.07544 14.74108
H 9.23007 17.14773 12.22951
H 17.15690 14.69336 13.71313
H 10.92501 16.94670 8.03501
H 18.54030 17.99708 12.04761
H 10.87423 10.11636 12.42763
H 12.26344 17.87088 8.84672
H 11.37245 17.79157 13.45288
H 12.45420 19.56109 13.93403
H 14.19990 14.45234 8.20726
H 17.05003 12.05113 14.08948
H 13.93598 12.36483 10.10230
```

Mulliken population analysis, charges in e, atoms 1 to 6:
1 Cl -0.16
2 Cl -0.11
3 Cl -0.12
4 Cl -0.15
5 Cl -0.14
6 Cl -0.11

[2]
This record from OMol25 describes C32H69FN2O9S as an isolated structure at a distorted geometry. The level of theory is ωB97M-V/def2-TZVPD.

Its total charge is 0.

XYZ file:
```
114
C32H69FN2O9S (ωB97M-V/def2-TZVPD)
S 2.78095 1.45799 -3.12535
F 0.25831 0.69734 3.13336
O 2.73376 3.87221 1.47899
O -1.23437 -0.76323 4.10595
O 4.86257 -2.67693 4.23350
O -6.71926 -5.37593 -2.69586
O -0.73462 -2.47415 -2.73610
O 0.11432 5.45020 -2.53028
O 0.59526 -4.35045 2.76413
O -3.37619 -2.61830 2.03784
O 2.28978 6.30864 -5.41503
N 1.28269 2.23555 -2.75085
N 2.96022 0.13924 -2.02070
C 0.01290 -0.52295 0.60492
C -3.07623 -3.01220 -2.63292
C -6.96839 -3.09396 -3.41391
C 0.41818 6.51814 -1.63480
C -0.64315 1.67009 -0.91505
C 2.64325 -5.36183 3.50659
C 2.01115 8.59490 -6.10789
C 4.62859 3.19190 2.79747
C 5.74075 -1.76204 3.58140
C -3.96435 -2.46537 3.33014
C 2.46465 3.88333 3.86968
C 0.45706 -6.59311 3.63106
C 1.14558 -5.24136 3.73323
C 2.39672 7.18649 -6.53271
C 1.90318 6.83474 -1.71219
C 3.41887 4.10954 2.70747
C -1.37713 -4.28774 -1.29368
C 1.72265 0.26796 -1.27225
C 1.36828 -0.75200 -0.11659
C 0.72661 1.45455 -1.65907
C -7.48343 -5.01487 -4.94837
C 6.52340 -0.98064 4.62490
C -5.40783 -2.01240 3.17771
C 4.92849 -0.83771 2.68695
C -1.65537 -3.55240 -2.59568
C -0.50087 -0.53922 3.12613
C 0.00853 6.12714 -0.22335
C -3.87363 -3.78176 4.08493
C -0.38542 -1.51744 1.83029
C 1.50512 6.68401 -7.65741
C -0.99387 0.65512 0.22719
C -6.59483 -4.51005 -3.82247
H 0.75765 -4.72614 1.88730
H -3.39278 -1.69910 3.85893
H -1.36877 2.51935 -1.14168
H -7.39764 -4.38004 -5.83419
H 0.62282 4.67392 -2.25261
H -1.05897 5.89096 -0.18481
H 2.43754 2.95107 1.47566
H 0.42708 -2.30731 2.04442
H -0.86749 -1.86998 -1.99124
H 0.54352 5.22958 0.10430
H -6.86698 -2.40125 -4.25352
H -0.34886 -4.66051 -1.27558
H -5.88179 -1.87009 4.15227
H 5.57367 -0.13243 2.15647
H 3.44100 7.17361 -6.85784
H -3.87569 -3.29579 1.56106
H -2.83144 -4.10058 4.17646
H 4.19647 -0.26975 3.27072
H 0.95618 -4.80697 4.71892
H -5.54862 -4.53676 -4.14017
H -1.98660 0.78908 0.77825
H -3.80824 -3.81985 -2.54357
H 1.59491 4.54089 3.78591
H 5.84888 -0.41762 5.27838
H -7.21106 -6.03763 -5.22324
H -1.48589 -3.61637 -0.43490
H -3.25898 -2.47601 -3.56845
H 0.21404 6.93377 0.48541
H 6.43057 -2.35105 2.97041
H 0.45848 6.64528 -7.33842
H 4.32483 2.14076 2.76033
H 1.78586 5.66690 -7.94461
H 3.10280 -6.02372 4.24513
H 2.08572 2.85598 3.86986
H 4.36375 -1.41691 1.95075
H -2.05817 -5.13331 -1.16402
H 2.95641 4.07406 4.82742
H 2.05517 -1.61244 0.19295
H 1.57803 7.32871 -8.53748
H 2.18528 7.10256 -2.73443
H 0.98196 8.62240 -5.73513
H -1.49670 -4.22829 -3.44085
H 7.21852 -0.28018 4.15453
H 2.16575 7.66283 -1.04816
H -3.24414 -2.29679 -1.82077
H 2.85891 -5.75215 2.50626
H -0.16080 7.38840 -1.95795
H 1.36816 6.31257 -5.11860
H 3.11964 -4.37989 3.57236
H -8.53273 -5.03976 -4.63660
H -4.30157 -3.69264 5.08676
H -7.64193 -5.35877 -2.40743
H -6.32922 -2.74894 -2.59631
H -4.40222 -4.57714 3.54862
H -1.41218 -1.99478 1.57612
H -7.99973 -3.05120 -3.04854
H -5.45849 -1.07105 2.62321
H 7.09155 -1.65963 5.26667
H 3.74856 5.15242 2.70008
H 0.59479 -7.02739 2.63538
H 0.84870 -7.29267 4.37396
H 2.50422 5.96212 -1.43653
H 4.24736 -2.16602 4.77752
H 2.09916 9.29706 -6.94134
H 5.18549 3.36175 3.72300
H -5.98995 -2.74592 2.60980
H 2.65237 8.93875 -5.29145
H -0.62088 -6.48783 3.78366
H 5.29977 3.35685 1.94991
```

Mulliken population analysis, charges in e, atoms 1 to 6:
1 S 0.18
2 F -0.17
3 O -0.38
4 O -0.55
5 O -0.52
6 O -0.57

For the records above, the corresponding LUMO values read 0.0 -1.3 eV.
For the records above, the corresponding E_HOMO values read -9.4 -8.8 eV.